The following is a quantum chemistry calculation of C27H21N4O7STi as an isolated structure, from OMol25.

CARTESIAN COORDINATES (ANGSTROEM)
Ti (0.99116, -0.75570, -0.46708)
S (-1.24225, -1.47105, -2.80876)
O (4.78674, -0.87721, -1.55280)
O (6.73113, 1.47956, 2.80568)
O (5.35575, 3.19548, 3.41942)
O (-1.94558, 1.86181, 0.91755)
O (2.56615, -1.14733, -1.28174)
O (-1.97413, -0.47571, 2.42825)
O (-0.13275, -1.67540, -1.73098)
N (0.59977, 1.12015, -1.38798)
N (-0.50159, 0.04130, 0.69194)
N (2.39298, 0.28934, 0.73650)
N (0.80574, -2.16232, 1.09650)
C (-0.58816, 3.17718, -1.22619)
C (-1.00117, -0.69659, 1.75859)
C (-0.32030, 1.89528, -0.79672)
C (-3.10336, -1.15479, -0.79997)
C (-4.04538, -0.40080, -0.13896)
C (0.53829, -3.78837, 3.29827)
C (-1.04205, 1.28202, 0.37690)
C (1.07166, 2.86497, -2.92602)
C (-0.31470, -2.70789, 3.12358)
C (3.19897, 1.63766, 2.52936)
C (-4.46206, 0.83835, -0.64458)
C (4.51601, 1.47486, 2.10871)
C (1.52058, -4.04384, 2.35157)
C (-1.83531, -3.13748, -3.00945)
C (-2.55550, -0.66338, -1.98602)
C (3.80655, -0.65689, -0.92475)
C (0.12639, 3.67189, -2.30730)
C (1.28625, 1.59005, -2.43988)
C (4.74833, 0.69610, 0.97082)
C (-5.42606, 1.67302, 0.13860)
C (5.68460, 2.13251, 2.87707)
C (-3.92566, 1.29238, -1.84499)
C (3.67509, 0.16053, 0.31252)
C (1.62723, -3.20982, 1.25595)
C (-0.14373, -1.91318, 2.01117)
C (-2.95990, 0.55698, -2.51418)
C (2.17556, 1.02250, 1.84460)
H (-4.44894, -0.75237, 0.80147)
H (-4.89794, 2.12905, 0.97926)
H (2.20508, -4.87258, 2.45933)
H (1.64999, 3.21747, -3.76775)
H (-6.23134, 1.06496, 0.54933)
H (0.44363, -4.42379, 4.16849)
H (-1.09574, -2.45644, 3.82727)
H (-2.52179, 0.92534, -3.43464)
H (-5.85818, 2.46644, -0.46761)
H (-0.04657, 4.67911, -2.66193)
H (1.14857, 1.11753, 2.16982)
H (2.37825, -3.36353, 0.49163)
H (2.02090, 0.92803, -2.88010)
H (3.00197, 2.26447, 3.38878)
H (-2.77167, -2.09849, -0.38301)
H (-2.67500, -3.10128, -3.70249)
H (-1.02037, -3.71779, -3.43766)
H (5.76162, 0.52159, 0.63228)
H (-2.14206, -3.54173, -2.04778)
H (-1.33496, 3.75554, -0.70050)
H (-4.25083, 2.24228, -2.24944)

Properties
* relative energy (zero: lowest compared OMol25 entry of this formula, charge and spin): 0.000 eV
* E: -82581.1662 eV
* charge: +1
* HOMO level: -9.90 eV